{
  "formula": "C3H4ClF",
  "method": "wB97M-V/def2-TZVPD",
  "species": ["C", "C", "C", "H", "H", "H", "H", "F", "Cl"],
  "xyz": [[0.31, 1.16, 0.02], [0.32, -0.39, -0.07], [-0.70, -1.32, 0.06], [0.22, 1.63, 1.10], [1.09, 1.58, -0.70], [-0.72, 1.53, -0.38], [-0.61, -2.34, -0.03], [-1.91, -0.89, -0.02], [2.01, -0.98, 0.01]],
  "de_lowest_kj_mol": 81.1,
  "smiles": "C/C(Cl)=C\\F",
  "lumo_energy_ev": 0.9,
  "homo_lumo_gap_ha": 0.37154,
  "total_charge": 0,
  "total_energy_ha": -676.71059
}



{
  "formula": "C5H8N2O2",
  "method": "wB97M-V/def2-TZVPD",
  "species": ["C", "C", "C", "C", "C", "N", "N", "O", "O", "H", "H", "H", "H", "H", "H", "H", "H"],
  "xyz": [[1.77, 0.73, 0.72], [2.74, -0.13, -1.19], [-2.54, 0.18, 1.29], [2.05, 0.95, -0.64], [-1.36, -0.63, 0.81], [1.54, 0.58, 1.84], [-0.80, -0.69, -0.37], [0.25, -1.29, -0.75], [-1.44, -0.01, -1.42], [3.13, -0.30, -2.19], [-0.85, -0.32, -2.20], [3.19, -0.89, -0.55], [-3.54, -0.40, 1.51], [-2.78, 0.87, 0.51], [-2.27, 0.67, 2.13], [1.62, 1.80, -1.11], [-0.72, -1.12, 1.61]],
  "de_lowest_kj_mol": 619.7,
  "smiles": "C/C=[N+](/[O-])O.C=CC#N",
  "lumo_energy_ev": 0.4,
  "homo_lumo_gap_ha": 0.33387,
  "total_charge": 0,
  "total_energy_ha": -455.12245
}



{
  "formula": "C54H48BaN3O6P2S4",
  "method": "wB97M-V/def2-TZVPD",
  "species": ["Ba", "O", "S", "O", "O", "C", "C", "C", "C", "C", "C", "S", "O", "O", "O", "H", "H", "H", "H", "C", "S", "C", "C", "C", "N", "P", "C", "C", "C", "C", "C", "C", "C", "C", "C", "C", "C", "C", "P", "C", "C", "C", "C", "C", "C", "C", "C", "C", "C", "C", "C", "H", "H", "H", "H", "H", "H", "H", "H", "H", "H", "H", "H", "H", "H", "H", "H", "H", "H", "H", "H", "H", "H", "H", "H", "H", "H", "H", "H", "H", "S", "C", "N", "C", "C", "C", "C", "C", "C", "H", "H", "H", "H", "H", "N", "C", "C", "C", "C", "C", "C", "C", "C", "C", "C", "C", "C", "C", "H", "H", "H", "H", "H", "H", "H", "H", "H", "H"],
  "xyz": [[0.33, 1.06, 0.02], [0.17, 3.17, 0.57], [0.87, 2.91, 1.82], [0.41, 3.71, 2.93], [0.96, 1.49, 2.13], [2.52, 3.52, 1.46], [3.04, 4.49, 2.31], [4.19, 5.18, 1.95], [4.80, 4.92, 0.74], [4.31, 3.92, -0.08], [3.16, 3.22, 0.28], [2.74, 1.83, -0.76], [1.56, 2.11, -1.57], [3.92, 1.63, -1.58], [2.51, 0.70, 0.12], [2.52, 4.67, 3.23], [4.60, 5.94, 2.61], [5.68, 5.48, 0.43], [4.78, 3.65, -1.01], [3.48, -5.09, -4.58], [2.16, -4.79, -5.79], [0.68, -5.17, -4.79], [0.03, -3.95, -4.14], [1.01, -3.22, -3.24], [0.44, -2.10, -2.49], [-1.03, -2.04, -1.63], [-2.18, -1.96, -3.08], [-2.17, -0.70, -3.68], [-2.93, -0.45, -4.80], [-3.75, -1.44, -5.32], [-3.79, -2.68, -4.71], [-3.01, -2.94, -3.60], [-1.36, -3.75, -1.05], [-2.68, -4.10, -0.79], [-3.01, -5.36, -0.33], [-2.01, -6.31, -0.12], [-0.69, -5.94, -0.28], [-0.36, -4.66, -0.72], [1.54, -0.84, -2.00], [2.79, -1.96, -1.24], [2.43, -2.41, 0.04], [3.24, -3.29, 0.73], [4.42, -3.75, 0.16], [4.78, -3.32, -1.10], [3.96, -2.44, -1.80], [2.25, -0.45, -3.65], [1.35, -0.37, -4.72], [1.79, -0.03, -5.99], [3.13, 0.27, -6.21], [4.01, 0.26, -5.14], [3.57, -0.07, -3.87], [4.41, -4.95, -5.10], [3.40, -6.11, -4.22], [3.41, -4.39, -3.76], [0.98, -5.89, -4.04], [-0.03, -5.64, -5.47], [-0.82, -4.30, -3.55], [-0.34, -3.27, -4.91], [1.80, -2.79, -3.87], [1.48, -3.95, -2.56], [-1.57, 0.08, -3.20], [-2.91, 0.53, -5.26], [-4.36, -1.25, -6.20], [-4.45, -3.45, -5.09], [-3.07, -3.92, -3.14], [-3.45, -3.36, -0.94], [-4.04, -5.61, -0.15], [-2.27, -7.31, 0.19], [0.10, -6.65, -0.09], [0.68, -4.37, -0.79], [1.51, -2.03, 0.48], [2.95, -3.63, 1.71], [5.06, -4.43, 0.71], [5.70, -3.68, -1.55], [4.26, -2.14, -2.80], [0.31, -0.61, -4.55], [1.09, 0.01, -6.81], [3.47, 0.54, -7.20], [5.05, 0.53, -5.30], [4.25, 0.01, -3.04], [-6.14, -0.21, -0.87], [-4.56, -0.23, -1.63], [-3.60, -0.71, -0.94], [-4.02, -1.11, 0.30], [-3.21, -1.64, 1.30], [-3.81, -1.98, 2.50], [-5.18, -1.85, 2.69], [-6.00, -1.34, 1.70], [-5.41, -0.94, 0.52], [-4.46, 0.17, -2.62], [-2.15, -1.74, 1.12], [-3.20, -2.35, 3.31], [-5.63, -2.16, 3.62], [-7.07, -1.23, 1.85], [-1.74, 0.66, 0.98], [-2.28, 1.49, 1.74], [-2.70, 2.86, 1.34], [-2.64, 3.92, 2.24], [-3.04, 5.19, 1.86], [-3.53, 5.41, 0.58], [-3.59, 4.36, -0.33], [-3.15, 3.10, 0.05], [-2.61, 1.17, 3.16], [-3.91, 1.32, 3.64], [-4.21, 1.04, 4.96], [-3.22, 0.60, 5.82], [-1.93, 0.42, 5.35], [-1.63, 0.69, 4.02], [-2.26, 3.75, 3.24], [-2.99, 6.01, 2.56], [-3.85, 6.40, 0.28], [-3.98, 4.53, -1.32], [-3.17, 2.26, -0.64], [-4.68, 1.67, 2.97], [-5.22, 1.17, 5.32], [-3.45, 0.40, 6.85], [-1.16, 0.08, 6.02], [-0.62, 0.57, 3.64]],
  "lumo_energy_ev": 2.2,
  "homo_lumo_gap_ha": 0.21550,
  "total_charge": -1,
  "total_energy_ha": -5003.24353
}



{
  "formula": "C5H2O",
  "method": "wB97M-V/def2-TZVPD",
  "species": ["O", "C", "C", "C", "C", "C", "H", "H"],
  "xyz": [[-3.22, 0.27, 0.30], [-2.18, 0.30, -0.21], [-0.99, 0.34, -0.83], [-0.13, 0.02, 0.18], [1.28, -0.13, 0.20], [2.42, -0.33, 0.54], [-0.52, -0.16, 1.19], [3.42, -0.50, 0.87]],
  "de_lowest_kj_mol": 51.3,
  "smiles": "C#CC=C=C=O",
  "lumo_energy_ev": -0.9,
  "homo_lumo_gap_ha": 0.32178,
  "total_charge": 0,
  "total_energy_ha": -266.79923
}



{
  "formula": "C6H11N3O",
  "method": "wB97M-V/def2-TZVPD",
  "species": ["C", "C", "C", "C", "C", "C", "N", "N", "N", "O", "H", "H", "H", "H", "H", "H", "H", "H", "H", "H", "H"],
  "xyz": [[-0.33, 1.48, -2.59], [-0.68, 0.34, -2.46], [1.34, 1.35, 2.60], [0.39, -0.19, 0.92], [-2.46, -1.44, -2.25], [-1.02, -1.01, -2.30], [1.12, 0.89, 1.39], [2.11, 2.42, 2.90], [0.29, -1.18, 1.74], [-0.05, -1.81, -2.24], [0.28, 2.32, -2.80], [0.96, 0.78, 3.36], [-2.67, -1.81, -3.21], [-2.45, -2.44, -1.80], [-3.27, -0.86, -1.82], [1.34, 1.56, 0.66], [2.64, 2.57, 3.77], [2.51, 3.04, 2.10], [-0.21, -2.05, 1.51], [0.59, -1.25, 2.75], [-0.41, -2.68, -2.22]],
  "de_lowest_kj_mol": 333.3,
  "lumo_energy_ev": -8.5,
  "homo_lumo_gap_ha": 0.29577,
  "total_charge": 2,
  "total_energy_ha": -473.95668
}



{
  "formula": "C4H7NO",
  "method": "wB97M-V/def2-TZVPD",
  "species": ["C", "C", "C", "N", "C", "O", "H", "H", "H", "H", "H", "H", "H"],
  "xyz": [[-1.03, -0.30, -1.87], [-0.05, 0.88, 0.58], [0.80, 0.41, 1.74], [1.34, -0.67, 0.83], [0.40, -0.19, -0.10], [0.16, -0.79, -1.28], [-0.99, 0.79, -1.99], [-1.12, -0.77, -2.85], [-1.90, -0.56, -1.25], [-0.62, 1.76, 0.36], [0.24, -0.01, 2.57], [1.58, 1.08, 2.11], [1.20, -1.62, 1.15]],
  "de_lowest_kj_mol": 260.4,
  "lumo_energy_ev": 1.1,
  "homo_lumo_gap_ha": 0.34120,
  "total_charge": 0,
  "total_energy_ha": -286.53246
}